ORCA calculation (ωB97M-V with the def2-TZVPD basis set) on a single C2H3NS2 molecule in a non-equilibrium geometry.

Structure (XYZ):
```
8
C2H3NS2 | OMol25 | ωB97M-V with the def2-TZVPD basis set
C 0.29 1.63 -2.54
C -0.48 -0.86 0.56
H 1.14 2.24 -2.13
H -0.21 1.87 -3.58
H -1.46 -1.16 0.05
N -0.32 0.91 -1.67
S 0.41 0.61 -0.19
S -0.16 -1.48 2.02
```

Computed properties:
ΔE to the lowest compared entry with this formula, charge and spin = 40.4 kcal/mol
total charge = 0
molar mass = 105.2 g/mol
Kohn-Sham gap = 8.48 eV
E_LUMO = -0.532 eV
strongest force on any atom = 2.63 eV Å⁻¹
structure (SMILES) = C=NSC=S
HOMO energy = -0.33125 hartree

Charges per atom according to Löwdin partitioning, unit e: -0.17, -0.99, 0.06, 0.11, 0.04, -0.43, 0.81, 0.58

ORCA calculation (ωB97M-V with the def2-TZVPD basis set) on a single C2H3NS2 molecule in a non-equilibrium geometry.

Structure (XYZ):
```
8
C2H3NS2 | OMol25 | ωB97M-V with the def2-TZVPD basis set
C -0.75 -1.01 0.56
C 0.11 1.42 -0.34
N 0.26 -1.51 -0.01
S -0.86 0.72 0.93
S 1.64 -1.06 -0.53
H -1.37 -1.66 1.04
H -0.18 1.16 -1.44
H 1.15 1.93 -0.21
```

Computed properties:
ΔE to the lowest compared entry with this formula, charge and spin = 68.5 kcal/mol
total charge = 0
molar mass = 105.2 g/mol
Kohn-Sham gap (alpha / beta) = 7.58 / 7.05 eV
E_LUMO (alpha / beta) = -0.816 / -1.118 eV
strongest force on any atom = 2.70 eV Å⁻¹
HOMO energy (alpha / beta) = -0.30840 / -0.30033 hartree

Charges per atom according to Löwdin partitioning, unit e: -0.57, -0.45, -0.61, 0.80, 0.70, 0.04, 0.04, 0.04

ORCA calculation (ωB97M-V with the def2-TZVPD basis set) on a molecular structure, C2H3NS2 in a non-equilibrium geometry.

Structure (XYZ):
```
8
C2H3NS2 | OMol25 | ωB97M-V with the def2-TZVPD basis set
C 0.66 -0.28 -0.83
C -1.10 -0.08 0.35
N 0.33 0.05 0.42
S 3.28 0.92 -1.24
S -0.92 -0.69 -1.34
H -1.55 -0.92 1.00
H -1.75 0.77 0.46
H 1.05 0.24 1.18
```

Computed properties:
ΔE to the lowest compared entry with this formula, charge and spin = 111.6 kcal/mol
total charge = 0
molar mass = 105.2 g/mol
Kohn-Sham gap (alpha / beta) = 7.24 / 7.26 eV
E_LUMO (alpha / beta) = -1.521 / -1.465 eV
strongest force on any atom = 3.66 eV Å⁻¹
HOMO energy (alpha / beta) = -0.32179 / -0.32058 hartree

Charges per atom according to Löwdin partitioning, unit e: -0.55, -0.46, -0.16, -0.05, 0.89, 0.11, 0.07, 0.16

ORCA calculation (ωB97M-V with the def2-TZVPD basis set) on a single C2H3NS3 molecule in a non-equilibrium geometry.

Structure (XYZ):
```
9
C2H3NS3 | OMol25 | ωB97M-V with the def2-TZVPD basis set
C -0.94 -1.28 -0.15
C 0.23 -0.77 0.31
N -1.85 -0.40 -0.58
S 0.30 0.96 0.67
S 2.26 1.51 -0.47
S -1.71 1.07 -0.01
H -0.97 -2.29 -0.48
H 0.98 -1.47 0.82
H 1.69 2.66 -0.11
```

Computed properties:
ΔE to the lowest compared entry with this formula, charge and spin = 52.1 kcal/mol
total charge = 0
molar mass = 137.3 g/mol
Kohn-Sham gap (alpha / beta) = 6.84 / 6.84 eV
E_LUMO (alpha / beta) = -1.079 / -1.078 eV
strongest force on any atom = 3.35 eV Å⁻¹
HOMO energy (alpha / beta) = -0.29084 / -0.29082 hartree

Charges per atom according to Löwdin partitioning, unit e: -0.37, -0.47, -0.45, 0.43, 0.25, 0.67, 0.11, 0.10, -0.27

ORCA calculation (ωB97M-V with the def2-TZVPD basis set) on a single C2H3O2 molecule in a non-equilibrium geometry.

Structure (XYZ):
```
7
C2H3O2 | OMol25 | ωB97M-V with the def2-TZVPD basis set
C 0.86 -0.29 -0.52
C -0.80 0.47 0.58
O -1.67 0.92 -0.10
O 0.66 0.70 0.26
H 1.14 -1.25 -0.03
H 0.56 -0.20 -1.59
H -0.74 -0.35 1.41
```

Computed properties:
ΔE to the lowest compared entry with this formula, charge and spin = 33.8 kcal/mol
total charge = 0
2S+1 = 2
molar mass = 59.0 g/mol
Kohn-Sham gap (alpha / beta) = 9.00 / 10.74 eV
E_LUMO (alpha / beta) = 0.810 / -0.264 eV
strongest force on any atom = 4.99 eV Å⁻¹
HOMO energy (alpha / beta) = -0.30098 / -0.40444 hartree

Charges per atom according to Löwdin partitioning, unit e: -0.13, -0.23, 0.12, -0.11, 0.09, 0.10, 0.18

ORCA calculation (ωB97M-V with the def2-TZVPD basis set) on a single C2H3O2P molecule in a non-equilibrium geometry.

Structure (XYZ):
```
8
C2H3O2P | OMol25 | ωB97M-V with the def2-TZVPD basis set
C 0.06 -1.02 0.03
C 0.59 0.39 0.00
O -0.43 1.36 0.06
O -1.74 0.64 -0.06
P -1.60 -0.95 -0.02
H 0.81 -1.67 0.39
H 1.41 0.71 0.62
H 0.91 0.54 -1.00
```

Computed properties:
ΔE to the lowest compared entry with this formula, charge and spin = 85.9 kcal/mol
total charge = 0
molar mass = 90.0 g/mol
Kohn-Sham gap = 9.12 eV
E_LUMO = 0.352 eV
strongest force on any atom = 2.31 eV Å⁻¹
structure (SMILES) = C1=POOC1
HOMO energy = -0.32230 hartree

Charges per atom according to Löwdin partitioning, unit e: -0.35, -0.32, -0.12, -0.41, 0.94, 0.04, 0.12, 0.10

ORCA calculation (ωB97M-V with the def2-TZVPD basis set) on a molecular structure, C2H3O2Pm in a non-equilibrium geometry.

Structure (XYZ):
```
8
C2H3O2Pm | OMol25 | ωB97M-V with the def2-TZVPD basis set
C 0.65 -0.16 0.61
C 1.88 -0.03 0.23
O 2.95 0.11 -0.26
H 0.36 -0.56 1.58
Pm -0.70 -1.51 -1.40
O -1.67 0.57 -0.63
H -0.89 0.96 0.25
H -2.60 0.62 -0.37
```

Computed properties:
ΔE to the lowest compared entry with this formula, charge and spin = 33.3 kcal/mol
total charge = +1
2S+1 = 6
molar mass = 204.0 g/mol
Kohn-Sham gap (alpha / beta) = 6.81 / 6.92 eV
E_LUMO (alpha / beta) = -5.343 / -5.274 eV
strongest force on any atom = 3.92 eV Å⁻¹
HOMO energy (alpha / beta) = -0.44667 / -0.44805 hartree

Charges per atom according to Löwdin partitioning, unit e: -0.24, -0.40, 0.12, 0.02, 1.65, -0.38, 0.21, 0.03

ORCA calculation (ωB97M-V with the def2-TZVPD basis set) on a molecular structure, C2H3O2S2 in a non-equilibrium geometry.

Structure (XYZ):
```
9
C2H3O2S2 | OMol25 | ωB97M-V with the def2-TZVPD basis set
C 0.20 0.15 1.14
C -0.33 0.52 -0.07
O 0.99 -1.57 -1.34
O -1.21 -0.75 -2.07
S 1.04 1.90 1.11
S 0.20 -0.38 -1.78
H -0.57 -0.05 1.88
H 0.98 -0.67 1.23
H -1.30 0.84 -0.10
```

Computed properties:
ΔE to the lowest compared entry with this formula, charge and spin = 61.5 kcal/mol
total charge = -1
molar mass = 123.2 g/mol
Kohn-Sham gap = 7.33 eV
E_LUMO = 3.326 eV
strongest force on any atom = 4.03 eV Å⁻¹
HOMO energy = -0.14705 hartree

Charges per atom according to Löwdin partitioning, unit e: -0.65, -0.41, -0.57, -0.59, 0.42, 0.63, 0.07, 0.08, 0.03